{
  "formula": "C7H11NO",
  "method": "the ωB97M-V functional and the def2-TZVPD basis",
  "symbols": ["C", "C", "C", "C", "C", "C", "C", "N", "O", "H", "H", "H", "H", "H", "H", "H", "H", "H", "H", "H"],
  "coordinates": [[-2.35699, -0.01910, -0.35303], [0.83140, -1.36460, 1.31779], [0.88715, -0.35383, 0.46021], [-2.15477, -1.33435, -0.13390], [0.01646, 0.83781, 0.30162], [1.67123, -0.57929, -0.86803], [0.83728, 2.11182, 0.29952], [-1.14584, 0.84131, -0.21708], [-3.27507, 0.63306, -0.82980], [1.62742, -2.08891, 1.37770], [0.12164, -1.45021, 2.12443], [-2.93882, -2.13015, -0.29942], [-1.13696, -1.59862, 0.03821], [2.24487, 0.25557, -1.29559], [2.25685, -1.45391, -0.60625], [0.98058, -0.91223, -1.58258], [1.12280, 2.09393, -0.76372], [1.74261, 1.86167, 0.90529], [0.11282, 2.92147, 0.58729], [-1.44464, 1.72857, -0.46265]],
  "forces_ev_per_angstrom": [[-0.557, -1.807, -1.407], [0.354, 0.819, 1.034], [-0.550, -0.926, -1.336], [-0.547, -1.303, 0.057], [1.327, -0.789, -0.366], [0.783, 0.362, 2.030], [-0.975, -1.146, 0.078], [1.030, -0.685, 1.602], [-1.002, 1.175, 0.180], [-0.001, -0.346, -0.541], [-0.210, 0.347, 0.095], [1.026, 1.342, 0.237], [0.102, -0.654, 0.289], [-0.017, -0.329, 0.454], [0.696, 0.122, -0.469], [-1.212, -0.311, -1.128], [0.183, 0.967, 0.333], [-0.826, 1.109, -0.240], [1.495, -0.269, -0.209], [-1.099, 2.322, -0.691]],
  "charge": 0,
  "homo_energy_ev": [-6.92, -6.92],
  "lumo_energy_ev": [-0.25, -0.25],
  "gap_ha": [0.2450, 0.2451]
}

***

{
  "formula": "C7H11NO2",
  "method": "the ωB97M-V functional and the def2-TZVPD basis",
  "symbols": ["C", "C", "C", "C", "C", "C", "C", "H", "H", "H", "H", "H", "H", "H", "H", "H", "H", "H", "N", "O", "O"],
  "coordinates": [[-0.34021, -0.54519, 0.51882], [-1.47104, -0.77027, -0.46797], [-1.59984, 0.43287, -1.42483], [-0.83358, 1.51757, -1.30522], [0.42529, 1.58900, -0.45445], [0.86440, 0.21662, -0.02736], [2.06610, 0.40793, 0.84541], [-0.56078, -2.17293, 1.77663], [0.15991, -2.64140, 0.48988], [-0.78738, 0.05794, 1.33478], [-1.42328, -1.80300, -1.11293], [-2.50716, -0.73779, 0.01441], [-2.47756, 0.52153, -1.99177], [-0.98466, 2.38111, -2.00947], [1.31566, 2.02860, -1.01224], [0.23149, 2.21229, 0.41811], [1.17729, -0.37482, -0.92907], [1.55316, -1.24248, 1.73593], [0.09455, -1.84266, 1.14833], [2.33145, -0.61898, 1.61550], [2.76619, 1.38407, 0.83751]],
  "forces_ev_per_angstrom": [[-0.239, -1.309, 1.494], [-1.584, -0.436, -2.447], [1.160, 0.124, 1.740], [0.901, 0.604, -1.264], [0.170, 0.466, -1.657], [-0.743, -0.303, -1.420], [0.100, -0.570, 0.546], [-1.750, -0.401, 1.790], [0.209, 1.086, 0.032], [0.391, -0.251, -0.159], [0.144, 2.371, 1.656], [1.490, -0.639, -0.124], [-1.005, -0.259, -1.009], [-0.168, -0.824, 0.949], [-1.423, -0.167, 0.630], [0.179, 0.130, 0.080], [0.087, 0.550, 0.522], [0.238, 0.237, -0.750], [1.141, 0.147, -1.721], [0.683, -0.738, 1.403], [0.018, 0.181, -0.291]],
  "charge": 0,
  "homo_energy_ev": -9.64,
  "lumo_energy_ev": 0.67,
  "gap_ha": 0.3788,
  "smiles": "N[C@@H]1CC=CC[C@H]1C(=O)O"
}

***

{
  "formula": "C7H11NO2",
  "method": "the ωB97M-V functional and the def2-TZVPD basis",
  "symbols": ["O", "C", "C", "C", "C", "C", "C", "C", "O", "N", "H", "H", "H", "H", "H", "H", "H", "H", "H", "H", "H"],
  "coordinates": [[2.99058, 1.25659, 1.64817], [1.99238, 0.65326, 0.97568], [1.54756, 1.05438, -0.56836], [1.12009, -0.43540, -1.10368], [0.42001, -1.21606, 0.15761], [-1.21104, -1.36063, 0.21063], [-1.78632, 0.25464, 0.70144], [-2.32344, 1.24207, -0.62173], [-3.31011, 0.52453, 0.48104], [1.08105, -0.49701, 1.34343], [2.47200, 1.35996, -1.22124], [0.69608, 1.87847, -0.46434], [2.14455, -1.00714, -1.20435], [0.47691, -0.48946, -2.09892], [0.83669, -2.30414, 0.27102], [-1.55027, -2.09479, 1.05471], [-1.73661, -1.51111, -0.82322], [-1.18356, 0.82314, 1.64348], [-2.42881, 0.77329, -1.68839], [-2.01654, 2.33654, -0.34723], [1.76880, -1.24113, 1.65425]],
  "forces_ev_per_angstrom": [[-6.493, -4.344, -3.594], [2.827, 2.319, 0.370], [0.217, -1.025, 0.696], [-0.234, -0.402, 0.277], [0.460, -0.234, -0.600], [-0.442, 3.462, 1.407], [-1.415, 0.668, -3.066], [0.547, -2.718, 4.558], [5.272, 1.163, -1.493], [3.113, -0.253, -0.141], [-1.905, -0.055, 1.629], [1.819, -1.873, -0.596], [-2.021, 1.165, -0.309], [1.517, 0.219, 2.134], [-0.848, 1.911, -0.707], [0.682, 1.244, -1.838], [1.256, -0.065, 2.057], [-2.107, -1.708, -2.705], [0.254, 1.173, 2.365], [-1.312, -2.099, -1.036], [-1.189, 1.453, 0.591]],
  "charge": 0,
  "homo_energy_ev": -9.87,
  "lumo_energy_ev": 0.56,
  "gap_ha": 0.3831,
  "smiles": "O=C1CC[C@H](C[C@H]2CO2)N1"
}

***

{
  "formula": "C7H11NO2S",
  "method": "the ωB97M-V functional and the def2-TZVPD basis",
  "symbols": ["C", "C", "C", "C", "C", "C", "C", "H", "H", "H", "H", "H", "H", "H", "H", "H", "H", "H", "N", "O", "O", "S"],
  "coordinates": [[-0.29756, -1.79504, 0.75763], [0.23178, -0.37934, 0.87257], [0.68440, -0.19035, 2.23556], [0.88190, 1.12482, -1.43847], [0.42234, 0.45759, -2.86115], [-0.80789, 0.07692, -1.85101], [-0.87412, 0.53322, 0.36854], [-0.47630, -2.06265, -0.27586], [-1.22923, -1.94545, 1.47346], [0.35369, -2.67120, 1.28064], [1.81435, -0.72032, 2.21516], [0.91201, 0.78555, 2.53992], [0.07148, -0.65606, 3.10656], [1.18469, 2.11418, -1.50495], [0.30734, 1.15637, -3.60753], [1.21135, -0.27546, -3.20913], [-1.84080, 0.00838, 0.56462], [-1.20081, 2.38599, 1.09409], [-0.54504, 1.07673, -0.94759], [-1.76792, -0.73704, -2.02854], [-0.73080, 1.61596, 1.38596], [1.69512, 0.09720, -0.17048]],
  "forces_ev_per_angstrom": [[0.188, -3.261, 2.355], [-0.486, -1.017, -1.715], [3.448, -2.646, 3.470], [-1.539, -1.705, 0.196], [1.685, -2.276, 5.108], [-3.784, -2.418, -5.847], [1.072, 2.866, 3.693], [-0.435, -0.328, 0.049], [1.366, 0.756, -1.871], [-0.748, 2.302, -1.529], [-2.964, 0.949, 0.618], [0.156, 1.385, 0.082], [0.848, 0.456, -1.826], [1.094, 1.702, 0.197], [-0.991, 1.670, -1.460], [-1.428, 0.308, 0.576], [0.480, 0.874, -1.326], [-0.589, 0.595, -0.379], [-1.350, -2.171, -0.037], [3.868, 3.106, 1.558], [-0.656, -0.836, -1.271], [0.763, -0.311, -0.641]],
  "charge": 0,
  "homo_energy_ev": -9.16,
  "lumo_energy_ev": 0.55,
  "gap_ha": 0.3569
}

***

{
  "formula": "C7H11NO4S",
  "method": "the ωB97M-V functional and the def2-TZVPD basis",
  "symbols": ["C", "C", "C", "C", "C", "C", "C", "N", "O", "O", "O", "O", "S", "H", "H", "H", "H", "H", "H", "H", "H", "H", "H", "H"],
  "coordinates": [[-0.13494, -0.47887, -0.36062], [-3.49672, 0.47441, -0.43952], [-0.20003, 0.72884, -1.08723], [0.27712, 1.89470, -0.19146], [1.70096, 1.51702, 0.32321], [1.69166, 0.35732, 1.26654], [0.72307, -0.72815, 0.89029], [0.83473, -1.74561, 1.82182], [-4.07716, 0.85431, -1.36945], [-3.04522, 0.03189, 0.53407], [-0.41281, -3.08086, -1.21403], [-2.09815, -1.28944, -1.72732], [-1.33817, -1.73212, -0.58979], [0.42248, 0.87541, -2.08204], [-1.15739, 0.83188, -1.43579], [0.22774, 2.75605, -0.70863], [-0.29767, 2.08551, 0.62622], [2.40241, 1.13406, -0.38335], [2.22454, 2.42181, 0.89429], [2.74012, 0.05897, 1.40062], [1.52163, 0.80967, 2.19087], [-0.57466, -3.20271, -2.19947], [1.72763, -2.00059, 2.19920], [0.33882, -2.57353, 1.64156]],
  "forces_ev_per_angstrom": [[3.261, -4.957, 6.228], [-1.257, -0.439, -0.303], [3.166, 3.101, -1.376], [2.649, -3.529, -0.673], [0.580, 2.423, 0.774], [0.275, 0.345, -0.612], [-0.913, 1.605, -2.880], [-1.082, 0.347, -1.264], [0.567, 0.279, 0.266], [0.218, 0.572, 0.262], [-0.595, 0.623, -0.691], [-1.542, 0.658, -1.687], [2.279, -2.139, 0.441], [-0.773, -0.934, 1.766], [-2.592, 0.633, -0.823], [0.436, 3.027, -2.078], [-2.010, -0.079, 2.544], [0.201, 0.734, -1.649], [-1.095, -1.724, -1.366], [-0.209, -0.722, -0.332], [-1.174, -0.045, 2.103], [0.125, 0.638, 1.652], [0.459, 0.697, 0.022], [-0.972, -1.111, -0.324]],
  "charge": 0,
  "homo_energy_ev": -8.20,
  "lumo_energy_ev": 0.46,
  "gap_ha": 0.3182
}

***

{
  "formula": "C7H11NO4S",
  "method": "the ωB97M-V functional and the def2-TZVPD basis",
  "symbols": ["C", "C", "C", "C", "C", "C", "C", "N", "O", "O", "O", "O", "S", "H", "H", "H", "H", "H", "H", "H", "H", "H", "H", "H"],
  "coordinates": [[0.90713, 3.64752, -0.72005], [0.10180, 2.66218, -0.75750], [0.46714, 1.42352, 0.04812], [-1.05137, 2.64067, -1.73954], [0.23508, -2.35192, 2.60136], [0.35570, -4.39163, -0.50018], [-0.25953, -1.08215, 2.02152], [0.08820, -0.88216, 0.80575], [0.73017, -1.52699, -0.01515], [1.53189, 1.27656, 0.58539], [-0.54122, 0.56034, 0.24997], [-0.69627, -4.09615, -0.04676], [-1.31766, 0.00845, 2.89042], [0.61215, 4.52904, -1.06179], [1.75145, 3.72816, -0.08414], [-1.99874, 2.22889, -1.31504], [-1.14808, 3.59178, -2.18830], [-0.67964, 1.89333, -2.53338], [-0.64446, -2.96754, 2.96009], [1.00901, -2.99459, 2.14743], [0.75534, -1.84591, 3.46600], [0.49443, -4.98436, -1.40551], [1.22936, -3.73106, -0.27582], [-1.62377, 0.87256, 1.97249]],
  "forces_ev_per_angstrom": [[2.404, 0.166, 2.375], [-2.193, -3.467, -0.503], [0.232, 0.360, 0.610], [0.639, -2.977, 0.164], [-0.194, 0.174, 2.930], [1.634, 2.197, -1.388], [-0.299, 0.037, -2.347], [0.044, 0.862, -1.359], [-0.586, 1.143, 0.571], [0.359, 0.094, -0.240], [0.323, -1.348, -0.646], [-1.613, -0.549, 0.950], [0.236, -1.156, 1.975], [-1.069, 3.679, -2.249], [0.804, -0.533, 0.451], [0.713, 0.503, -0.385], [-0.393, 0.965, -0.458], [-0.942, 1.057, 0.857], [1.147, 0.631, -0.253], [-0.767, 0.848, -0.578], [-0.377, -1.342, 0.077], [-0.189, -1.021, 0.013], [0.111, -0.784, 0.447], [-0.025, 0.458, -1.015]],
  "charge": 0,
  "homo_energy_ev": -8.77,
  "lumo_energy_ev": 0.28,
  "gap_ha": 0.3325
}

***

{
  "formula": "C7H11NO4S2",
  "method": "the ωB97M-V functional and the def2-TZVPD basis",
  "symbols": ["C", "C", "C", "C", "C", "C", "C", "N", "O", "O", "O", "O", "S", "S", "H", "H", "H", "H", "H", "H", "H", "H", "H", "H", "H"],
  "coordinates": [[-0.18605, 0.94900, 2.86640], [-0.83499, -1.17767, -0.19548], [-0.00479, 2.46330, 0.73150], [-1.40283, -1.49445, -1.52067], [1.04935, -0.34049, -1.62873], [0.67466, 1.37117, 1.64324], [0.13830, 0.04295, -0.31676], [0.95762, 0.25877, 0.78743], [-0.58646, -0.35854, 2.95305], [-0.55351, 1.73214, 3.68600], [0.85719, -2.86920, -1.90605], [-0.03554, -1.67556, -3.78511], [-0.87610, 1.56336, -0.61793], [0.15774, -1.69699, -2.39346], [-1.72454, -0.89762, 0.37077], [-0.48295, -2.08681, 0.31059], [-0.59013, 3.19454, 1.24004], [0.82034, 3.08254, 0.26943], [-1.92826, -2.58038, -1.56510], [-1.90518, -0.54978, -1.94536], [1.19465, 0.54759, -2.21667], [2.10284, -0.67589, -1.39340], [1.68544, 1.78521, 2.10301], [1.92207, 0.14447, 0.49134], [-0.44885, -0.73169, 2.03190]],
  "forces_ev_per_angstrom": [[-0.939, -0.383, -0.195], [-1.551, 0.519, 2.018], [2.065, -0.026, -0.696], [0.025, -1.294, -1.562], [0.089, 0.702, 1.496], [1.014, 1.043, 0.658], [-0.253, -1.703, -2.682], [1.879, -0.541, 0.639], [0.614, 0.516, -1.958], [0.352, 0.421, 0.243], [-0.492, 0.297, 0.594], [-0.324, 1.054, -2.278], [0.287, 0.319, 0.835], [0.862, -1.733, 0.840], [0.142, 0.394, 0.578], [0.743, 0.382, -0.325], [-0.911, 0.036, 0.514], [-0.720, -0.826, 0.348], [0.863, 2.952, -0.152], [0.212, -1.886, 0.303], [-0.432, 0.232, -0.642], [-1.368, -0.152, 0.065], [-2.132, -0.785, -0.932], [-0.191, 0.295, 0.670], [0.167, 0.166, 1.618]],
  "charge": 0,
  "homo_energy_ev": -9.70,
  "lumo_energy_ev": 0.13,
  "gap_ha": 0.3614,
  "smiles": "O=C(O)[C@@H]1CS[C@]2(CCS(=O)(=O)C2)N1"
}

***

{
  "formula": "C7H11NO6",
  "method": "the ωB97M-V functional and the def2-TZVPD basis",
  "symbols": ["C", "C", "C", "C", "C", "C", "C", "N", "O", "O", "O", "O", "O", "O", "H", "H", "H", "H", "H", "H", "H", "H", "H", "H", "H"],
  "coordinates": [[-0.50151, -1.66124, 0.71911], [-3.00432, -1.68847, -0.03718], [2.55552, 1.07337, -0.61387], [-2.39267, -0.44521, -0.66269], [1.53742, 0.22953, 0.19673], [0.14347, 0.53594, -0.39497], [-0.84629, -0.34433, 0.40750], [-0.41042, -2.75821, 0.99203], [-3.03754, -2.70771, -0.72467], [3.79211, 1.01556, 0.07913], [-2.11574, -0.64080, -1.94002], [1.55878, 0.77085, 1.59700], [-0.23632, 1.84056, -0.36619], [-1.37720, 0.42106, 1.40413], [-3.29745, -1.75541, 0.97181], [2.00072, 2.08225, -0.64908], [2.59162, 0.73693, -1.58567], [-2.77553, 0.62807, -0.49584], [1.53584, -0.82773, 0.07688], [0.06058, 0.15767, -1.35793], [4.45776, 1.63033, -0.22709], [-2.06631, -1.57229, -1.98765], [2.40715, 0.52045, 1.95007], [0.01461, 2.14544, 0.53543], [-0.59428, 0.61338, 2.11305]],
  "forces_ev_per_angstrom": [[0.150, 0.281, 0.223], [0.012, -0.926, -2.588], [-1.575, 1.232, 2.868], [1.164, 1.782, 3.216], [-0.284, 3.117, -0.284], [0.469, -1.836, 2.218], [-2.928, 2.696, -2.851], [0.568, -2.152, 0.457], [0.079, 1.365, 0.714], [-0.310, -0.223, 0.104], [0.489, 1.517, -1.169], [-1.082, -1.261, -2.022], [0.205, 1.387, 0.822], [2.172, 0.672, 4.435], [-0.392, 0.423, 1.527], [1.551, -0.956, 0.200], [0.423, -0.990, -2.332], [0.325, -1.954, 0.163], [1.213, -1.022, 0.615], [0.345, -0.453, -2.212], [-0.147, 0.266, -0.347], [-0.016, -2.392, -0.958], [0.614, 0.000, 0.242], [-0.491, 0.124, -0.802], [-2.556, -0.697, -2.236]],
  "charge": 0,
  "homo_energy_ev": -9.47,
  "lumo_energy_ev": 0.34,
  "gap_ha": 0.3606,
  "smiles": "N#C[C@](O)([C@@H](O)C=O)[C@@H](O)[C@H](O)CO"
}

***

What largest force on an atom values result from the calculations? In sequence: 2.660; 2.948; 8.599; 7.372; 8.602; 4.442; 3.186; 4.983 eV/Å.
What energy relative to the best compared isomer or geometry (same formula, charge and spin) values result from the calculations? In sequence: 92.6; 29.1; 180.1; 54.9; 54.9; 145.1; 0.0; 36.4 kcal per mole.
What molar mass values result from the calculations? In sequence: 125.17; 141.17; 141.17; 173.24; 205.23; 205.23; 237.30; 205.17 g/mol.